1.
This record from the Open Molecules 2025 dataset describes one molecule with the formula C19H31NO2 in a non-equilibrium geometry. The level of theory is wB97M-V/def2-TZVPD.

Multiplicity = 1
Molecular weight = 305.5 g/mol
Total charge = 0
Structure (SMILES) = C=C1CCC[C@]2(C)C[C@H]3OC(=O)[C@H](CN[C@@H](C)CC)[C@H]3C[C@@H]12
HOMO level = -8.9 eV
Relative energy (zero: lowest compared OMol25 entry of this formula, charge and spin) = 0.1 kcal per mole

```
53
Properties=species:S:1:pos:R:3:forces:R:3
O -2.9335 -1.1114 -1.2586 -0.02 -0.14 0.06
O -1.1813 -1.0593 0.1168 -0.21 -0.33 0.47
N 0.4289 -1.6923 -2.6429 0.35 0.02 -0.19
C 0.0571 0.7028 -0.8275 -0.24 -0.07 0.04
C 1.8506 -4.1447 -1.7684 -0.28 -0.01 0.01
C -0.0786 3.5592 1.8127 0.41 0.03 0.00
C 0.3488 -3.9237 -1.6247 -0.05 0.12 -0.14
C -0.4631 1.9631 -0.1332 0.42 -0.08 0.12
C 0.6134 2.7457 4.0468 0.26 -0.04 -0.04
C 0.2921 2.2514 1.1608 -0.44 0.01 -0.21
C -1.8268 -0.7273 -1.0012 -0.37 0.45 -0.66
C 0.9592 1.4019 3.4153 -0.23 0.10 0.02
C -1.0607 4.3560 1.4247 -0.08 0.09 -0.08
C -0.2562 -3.6046 -4.0743 -0.11 0.21 0.28
C 0.7638 3.8672 3.0174 -0.22 0.03 0.19
C -1.3660 0.9336 2.5766 0.09 0.09 -0.11
C 0.1372 -0.4953 0.1280 1.01 0.01 0.05
C -0.9663 0.2039 -1.8503 0.31 -0.10 -0.16
C 0.1025 1.0982 2.1740 0.35 -0.24 0.12
C -0.3588 -0.5454 -3.0547 -0.29 0.16 0.16
C 0.6226 -0.2029 1.5438 -0.43 0.18 -0.20
C -0.2593 -2.9799 -2.6748 -0.02 -0.38 0.08
H -1.2991 -2.8009 -2.3829 0.08 -0.02 -0.04
H 0.4702 4.8223 3.4548 0.04 0.05 -0.04
H 0.2816 0.1613 -3.5902 -0.07 -0.04 0.00
H -1.5881 1.0106 -2.2455 -0.07 -0.05 0.10
H -1.8364 1.9006 2.7364 -0.11 0.04 0.08
H 0.7619 -3.7850 -4.4143 0.11 -0.04 -0.05
H 1.0343 0.8915 -1.2751 0.05 -0.02 -0.01
H 0.8289 0.6038 4.1494 0.04 -0.10 -0.01
H -0.3542 2.8083 -0.8162 -0.12 0.02 -0.03
H 0.3451 -1.0482 2.1757 0.10 -0.09 0.07
H 2.0930 -4.5936 -2.7284 0.12 -0.06 -0.10
H -0.4117 2.7315 4.4187 -0.05 0.02 0.07
H -0.7947 -4.5483 -4.0697 -0.05 -0.14 -0.06
H -1.5243 1.8421 0.0870 -0.13 0.07 -0.03
H 2.2008 -4.8149 -0.9866 0.11 -0.04 0.03
H -0.7412 -2.9394 -4.7866 -0.03 0.03 -0.10
H -1.4355 0.3574 3.4970 -0.02 -0.08 0.11
H 1.8139 3.9382 2.7186 0.06 0.02 -0.01
H 1.2760 -1.7598 -3.1948 -0.07 0.07 0.05
H -1.9238 0.3994 1.8144 -0.13 -0.01 -0.01
H 0.7968 -1.2532 -0.3153 -0.17 0.22 0.13
H -1.2717 5.2730 1.9499 0.00 0.17 0.16
H 2.3874 -3.2039 -1.6755 0.13 0.09 0.02
H 0.1443 -3.5093 -0.6362 -0.08 -0.01 0.04
H -1.1850 -0.8261 -3.7233 0.09 0.03 -0.04
H 1.2737 2.9325 4.8964 -0.06 0.00 0.05
H -1.6918 4.1477 0.5797 -0.11 -0.14 -0.22
H 2.0140 1.4139 3.1261 0.08 -0.04 -0.03
H -0.1673 -4.8832 -1.6918 -0.06 -0.04 0.07
H 1.7138 -0.1620 1.4997 0.05 -0.03 -0.01
H 1.3639 2.2978 0.9223 0.06 0.00 0.04
```
Forces are in eV/Å.


2.
This record from the Open Molecules 2025 dataset describes a 4-piece molecular cluster, C19H31NO9 overall in a non-equilibrium geometry. The level of theory is wB97M-V/def2-TZVPD.

Multiplicity = 1
Molecular weight = 417.5 g/mol
Total charge = 0
Structure (SMILES) = C[C@@H](O)CO[C@H]1CCNC1=O.O=C1CCCO1.O=C1CCCO1.O=C1CCCO1
HOMO level = -9.6 eV

```
60
Properties=species:S:1:pos:R:3:forces:R:3
O -3.2767 0.5794 -0.6804 -0.81 0.44 1.84
O 3.9276 -0.2764 -2.4279 0.06 1.08 0.03
O 0.2997 -2.5713 2.3074 0.82 -0.10 0.25
O -5.3894 -1.8316 -1.3766 -0.23 5.01 7.74
O 0.5357 2.8855 -1.4957 -1.06 0.87 -0.32
O 4.2219 1.9457 -1.9737 1.20 -2.30 -0.39
O -0.8857 4.6089 -1.9853 1.29 -1.32 0.10
O -0.5988 1.6854 1.9009 -1.78 0.27 -1.99
O 2.4506 -2.5692 3.0848 -1.92 -0.51 -0.54
N -6.4019 -1.0346 0.8862 2.05 -0.76 0.68
C -0.1158 -0.1415 0.2216 0.16 -0.43 0.20
C -5.5466 1.2599 0.6163 -1.37 -0.53 -1.00
C 2.0241 3.1204 -3.2759 0.58 -0.06 -0.72
C 0.1526 4.0004 -2.1845 -1.54 1.08 0.53
C -0.3374 -4.7065 2.9964 -0.39 -0.86 0.03
C -1.2888 0.6748 1.0335 0.67 -0.39 -0.08
C 4.6054 -1.4805 -2.0723 -0.08 -0.88 0.00
C 1.8459 2.5045 -1.9129 0.53 -0.42 0.36
C 6.0218 -1.0656 -1.7712 0.79 -0.48 0.02
C -0.8599 -3.3694 2.5404 -0.74 0.03 -0.21
C 1.2084 4.3845 -3.1764 0.11 -0.20 -0.50
C -4.3991 0.1743 0.1793 0.00 -0.09 0.70
C 5.8471 0.3234 -1.2113 0.47 -0.14 -0.10
C 4.6043 0.7892 -1.9074 -0.54 1.69 0.16
C -2.3270 1.4639 0.0400 0.55 0.80 0.62
C -6.3774 0.2794 1.6867 1.91 2.53 -0.63
C 1.3469 -3.0846 3.0174 1.91 1.11 0.34
C 0.9267 -4.3347 3.7293 -0.08 -0.53 -0.09
C -5.3936 -1.0506 -0.2818 0.54 -1.36 -4.05
H -1.8296 -0.0716 1.7882 1.00 1.55 -1.74
H 1.5908 2.4630 -4.0396 0.08 0.06 0.11
H -0.0884 -5.3244 2.1250 -0.09 0.10 0.13
H 0.4879 0.5479 -0.5305 -1.60 -1.35 1.63
H -5.6367 0.3313 2.6196 -1.63 -0.84 -1.75
H 3.0716 3.2948 -3.5359 -0.27 -0.13 0.14
H 2.5693 2.8878 -1.1857 -0.45 -0.02 -0.12
H -7.4173 0.6757 2.0877 2.04 -1.09 -1.38
H 1.7932 5.2154 -2.7721 -0.16 0.04 -0.05
H -0.8867 2.5747 1.5337 0.69 -1.48 0.70
H 0.7341 -4.1003 4.7798 0.18 -0.01 -0.05
H 6.6984 0.9637 -1.4539 -0.31 0.14 0.28
H 0.6535 -0.5696 1.0083 -1.67 1.00 -1.59
H -0.5566 -1.0836 -0.3584 0.80 2.14 1.15
H -1.4730 -2.8801 3.3045 0.05 -0.01 -0.04
H -6.2383 1.4074 -0.3450 1.46 -0.09 2.05
H -2.9206 2.2758 0.6733 1.10 -1.74 -1.15
H 4.5561 -2.1905 -2.9030 -0.22 0.24 0.09
H -5.2223 2.3177 0.9976 -0.41 -2.32 -0.56
H 0.7664 4.6536 -4.1385 -0.05 0.30 0.33
H 5.6682 0.3079 -0.1327 0.01 0.16 -0.07
H 6.5355 -1.7502 -1.0910 -0.13 0.04 -0.13
H 6.5998 -1.0164 -2.7020 -0.09 -0.06 0.15
H -3.9855 -0.2158 1.2021 -0.42 0.56 -1.73
H -1.0520 -5.2614 3.6102 0.03 0.11 -0.14
H 1.9199 1.4135 -1.9453 -0.24 0.30 0.19
H 1.6868 -5.1142 3.6391 0.06 0.33 0.28
H -5.8540 -1.6352 1.5639 -1.34 -0.11 -1.10
H -1.6553 2.0902 -0.7227 -1.70 -1.69 1.34
H 4.1063 -1.9181 -1.2014 0.01 0.06 -0.07
H -1.4421 -3.4518 1.6180 0.17 0.25 0.09
```
Forces are in eV/Å.